# 1
This record from the OMol25 dataset describes a structure of composition C17H29N9NaO6S2. The level of theory is ωB97M-V/def2-TZVPD.

```
64
Properties=species:S:1:pos:R:3:forces:R:3:nbo_charge:R:1
C 12.5443 11.3102 12.6804 0.40 0.25 -0.26 -0.224
N 9.8582 8.6953 7.7446 -1.25 0.61 0.54 -0.559
C 7.1195 10.6587 12.1247 1.38 1.43 0.25 0.800
N 12.3364 13.6271 11.4642 -0.57 -0.62 -0.20 -0.662
O 7.2495 14.0281 6.8933 -0.18 0.03 0.73 -0.920
H 5.1710 10.4185 11.6406 0.36 0.51 -0.55 0.381
C 8.5453 8.8779 7.5476 1.74 3.30 4.26 0.103
H 11.5802 8.9775 11.5485 -0.26 0.49 -0.76 0.151
C 11.6999 10.3310 9.8132 0.56 -0.39 0.19 -0.258
S 7.4314 13.1770 8.0385 0.99 -4.48 0.46 2.454
O 8.2020 11.2912 12.0515 -1.64 -1.02 0.11 -0.766
C 5.0724 16.9744 14.1594 0.47 0.30 0.06 0.658
H 11.4972 7.6600 7.2468 0.23 -0.32 -0.46 0.152
C 7.8009 14.2524 13.6253 0.29 0.08 -0.27 0.045
H 10.0456 9.7640 11.0418 0.19 -0.02 0.05 0.227
N 11.2340 11.5283 9.1951 -0.79 1.48 0.35 -0.682
C 11.1169 9.9473 11.1986 -0.18 -0.70 0.28 -0.223
H 10.6191 11.4666 8.3779 0.08 -0.76 0.71 0.421
H 8.3885 16.1708 11.0381 -0.48 -0.14 0.70 0.216
H 4.9404 15.9782 15.9642 -0.26 0.11 -0.10 0.393
H 6.2743 14.4346 15.1213 -0.07 0.07 0.07 0.207
H 6.0090 11.6555 10.6852 0.15 -0.17 -0.12 0.467
H 3.7219 17.2143 15.6754 0.83 -0.32 -0.07 0.409
C 12.9700 13.2412 10.1750 -0.49 0.14 -0.31 -0.237
C 6.6848 14.8939 14.2321 0.71 -0.39 -0.39 -0.242
N 8.3841 14.6781 12.4855 -1.01 0.75 0.93 -0.431
C 6.1799 16.0520 13.6586 0.47 0.42 -0.54 -0.115
O 6.2717 12.7523 8.8680 1.17 1.62 -0.72 -0.999
H 6.5066 17.4517 12.0289 -0.02 -0.47 0.31 0.252
H 12.7017 12.6932 8.1268 -0.19 -0.11 0.23 0.156
N 11.2401 10.8999 12.2895 -0.24 0.82 -1.25 -0.680
H 13.9059 12.9423 12.6397 0.15 -0.08 0.37 0.151
O 4.7223 17.9263 13.4834 -0.24 -0.61 0.34 -0.594
H 12.4211 13.3017 13.5282 -0.04 -0.05 -0.31 0.181
C 12.0332 12.7195 9.0175 0.27 0.73 0.83 -0.209
H 7.8472 9.2053 13.4281 -0.61 0.59 -0.60 0.406
H 10.4387 6.4964 5.2225 -0.63 0.13 0.20 0.198
H 13.4430 14.1177 9.7072 -0.02 -0.07 0.25 0.191
C 10.4652 7.8163 6.9560 1.01 -0.75 -0.69 -0.152
C 8.4687 7.3939 5.7162 0.36 -1.27 -1.57 -0.103
N 4.6102 16.7660 15.4289 -0.55 0.00 -0.18 -0.821
C 9.8293 7.1348 5.8721 -0.38 0.31 0.41 -0.354
H 10.5479 10.8234 13.0014 -0.26 -0.16 0.30 0.378
H 8.2929 13.3626 14.0913 -0.80 0.74 -0.46 0.210
H 13.7912 12.5353 10.3748 -0.23 0.02 -0.02 0.174
H 13.3011 10.7930 12.0462 -0.50 0.21 0.43 0.190
C 7.8830 15.8404 11.9680 1.28 -1.52 -0.73 0.032
H 6.2059 9.0442 12.9448 0.10 -0.26 0.08 0.376
C 6.8284 16.5178 12.5021 -0.58 0.78 0.14 -0.211
S 7.7213 10.2097 8.4038 0.55 -2.56 0.16 0.329
C 12.8106 12.8383 12.6072 0.50 0.51 0.30 -0.212
N 7.8834 8.3234 6.5515 -1.72 -1.19 -1.98 -0.639
Na 9.4480 12.6831 10.9882 0.44 0.07 -0.63 0.871
H 11.3868 9.5272 9.1582 0.12 -0.49 -0.08 0.277
O 8.6912 13.3666 8.8276 -1.79 0.33 -0.84 -1.033
H 6.9408 8.6242 6.4716 -0.55 -0.12 -0.40 0.400
H 12.3776 14.6287 11.7080 0.16 -0.97 -0.56 0.371
O 7.7150 11.3437 7.2076 -0.26 4.09 0.06 -0.947
N 7.0027 9.6470 13.0500 0.00 -0.46 0.15 -0.848
N 5.9826 11.0086 11.4713 0.15 -0.65 0.73 -0.821
H 7.7877 6.9495 4.9585 0.81 0.35 0.58 0.178
H 11.2819 13.5147 8.8588 0.48 -0.04 -0.24 0.209
H 12.7296 11.0235 13.7299 0.31 0.06 -0.22 0.178
H 12.7957 10.3516 9.8724 0.08 -0.14 -0.04 0.150
```
Positions in Å, forces in eV/Å.

Results
Relative energy (zero: lowest compared OMol25 entry of this formula, charge and spin) = 5.567 eV
HOMO-LUMO gap (spin up / spin down) = 2.2 / 1.7 eV
LUMO level (spin up / spin down) = 0.05092 / 0.05227 hartree
HOMO (spin up / spin down) = -0.8 / -0.3 eV
Net charge = -1
Energy = -2568.1198 Eh

=====

# 2
This record from the OMol25 dataset describes a structure of composition C13H26Cl2O3SiSn. The level of theory is ωB97M-V/def2-TZVPD.

```
46
Properties=species:S:1:pos:R:3:forces:R:3:nbo_charge:R:1
H 3.0410 -1.0851 -3.1954 0.31 -0.32 0.15 0.186
H 1.1771 2.7613 -4.0708 0.18 0.42 0.10 0.163
H 2.9912 0.4604 -3.9765 0.43 0.23 0.15 0.169
O -1.4141 0.6980 -0.1223 -0.01 -2.26 0.99 -1.094
H 0.1896 -3.2362 -2.0269 0.17 0.45 -0.47 0.195
H 0.1961 -1.8536 5.7225 -0.02 0.21 -0.23 0.207
H 0.7298 -3.0262 -3.7500 0.15 -0.47 0.50 0.165
C 1.2494 -0.0428 -2.9462 -2.12 -0.15 0.40 -0.138
C 0.3837 -1.1823 -2.8211 -0.10 1.52 0.90 -0.146
H -3.0075 1.1943 -2.6384 0.03 -0.08 0.12 0.190
H 1.7653 2.7246 -2.3638 -0.02 -0.21 -0.39 0.212
H -2.2619 1.8099 -4.1023 -0.42 0.32 -0.33 0.170
H -1.0527 0.6923 6.3400 -0.10 0.08 0.32 0.207
H -2.0120 -1.6636 1.2018 1.09 0.34 0.35 0.472
Cl 1.6407 1.7659 -0.0163 -0.59 -0.77 1.14 -0.646
H -2.3137 0.4983 5.1188 -0.29 -0.14 -0.07 0.222
H -3.0344 -1.0379 -2.1981 0.33 -0.05 -0.16 0.189
C 1.5199 0.9561 5.1169 0.32 -0.11 0.00 -1.142
H 2.4652 0.6672 4.6299 -0.21 0.20 0.28 0.232
H -2.0402 -2.4967 -2.1497 0.12 0.31 -0.16 0.187
H -0.6606 -2.2568 4.2111 0.19 0.21 -0.01 0.256
H 1.3968 2.0477 5.0937 0.19 -0.23 0.01 0.224
C 0.1728 -1.6795 4.6327 0.04 -0.28 -0.19 -1.145
Sn 0.0604 -0.1179 0.9498 -0.31 0.47 -0.79 2.252
H -1.3181 1.6182 -0.0371 0.37 2.03 -0.12 0.465
C -0.9229 0.7248 -2.9452 1.20 -1.38 0.83 -0.137
H -1.3643 1.9883 5.1527 0.03 -0.19 0.09 0.225
C 2.7098 -0.0628 -3.0521 0.52 0.10 -0.30 -0.622
H -1.9364 2.5973 -2.5772 0.05 0.06 0.14 0.180
C 0.4316 1.1316 -2.9635 -0.44 -1.69 -0.30 -0.121
Cl 1.8325 -1.7012 0.5705 -0.35 0.36 0.32 -0.532
O -1.1591 -1.5915 1.6887 -0.53 0.03 -0.68 -1.171
Si 0.0540 0.1727 4.2641 0.10 0.20 0.42 1.948
H -2.5077 -1.8039 -3.7169 -0.22 -0.14 0.24 0.160
C -2.0856 1.6195 -3.0432 -0.44 0.23 -0.26 -0.613
H 1.8440 -2.7242 -2.3649 -0.38 0.08 -0.23 0.199
C -2.1801 -1.5416 -2.6902 -0.50 -0.24 -0.18 -0.631
C 0.8015 -2.6134 -2.7187 0.16 -0.36 -0.40 -0.627
C -0.9549 -0.6966 -2.7548 0.70 0.72 -0.58 -0.089
C -1.3277 0.9017 5.3096 -0.07 0.11 -0.31 -1.133
H 1.1040 -2.1081 4.2240 -0.29 0.17 0.02 0.239
H 3.2285 0.3711 -2.1822 0.02 0.01 -0.21 0.201
O 0.0172 0.7482 2.7621 0.19 -0.48 -0.63 -1.293
C 0.9116 2.5227 -3.0277 0.19 0.73 -0.22 -0.623
H 1.4936 0.6066 6.1567 0.30 0.15 -0.02 0.201
H 0.1468 3.2429 -2.6943 0.03 -0.17 -0.22 0.185
```
Positions in Å, forces in eV/Å.

Results
Relative energy (zero: lowest compared OMol25 entry of this formula, charge and spin) = 0.000 eV
HOMO-LUMO gap = 4.2 eV
LUMO level = 0.18300 hartree
HOMO = 0.7 eV
Net charge = -2
Energy = -2161.0047 Eh